# 1
Computed, not measured: a molecular structure, C16H17LiNO2S, with the ωB97M-V functional and the def2-TZVPD basis.

For the HOMO energy, the calculation gives -0.158 Eh. The value obtained for the orbital gap is 7.18 eV. As for the LUMO energy: 2.86 eV. The net charge is -1.

XYZ file:
```
38
Properties=species:S:1:pos:R:3:forces:R:3
Li -0.36622 1.11659 0.54086 -0.012 -0.051 0.022
O -0.97216 -0.48781 1.64545 0.067 0.035 -0.006
C 0.09052 -0.27643 2.30493 -0.050 -0.048 0.006
O 0.83652 0.69834 2.06222 0.006 0.032 -0.023
C 0.49850 -1.21869 3.42295 -0.014 0.015 0.007
C 1.67771 -0.89410 4.09527 0.006 -0.014 0.014
C 2.16555 -1.66119 5.13653 -0.006 0.005 -0.006
C 1.46053 -2.79242 5.52822 -0.004 -0.004 0.000
C 0.29140 -3.13424 4.87775 -0.002 -0.004 0.008
C -0.20859 -2.36324 3.82330 0.006 0.009 -0.016
S -1.70916 -2.93957 3.09734 0.002 -0.026 0.023
H 2.19875 -0.00735 3.76218 0.000 0.001 -0.001
H 3.08338 -1.38207 5.63811 0.002 0.000 -0.002
H 1.82164 -3.41086 6.34139 -0.002 0.000 0.001
H -0.25989 -4.01613 5.18221 0.002 -0.003 -0.003
C 0.38155 -0.61506 -3.97500 -0.002 0.004 -0.003
N -0.25279 -0.88965 -2.70383 0.001 -0.008 0.008
C 0.71879 -0.88011 -1.62581 0.005 -0.012 0.016
C -1.41029 -0.01953 -2.44349 0.011 0.015 0.001
C -1.14428 1.47623 -2.43348 -0.008 0.002 -0.008
C -1.34080 2.17478 -3.62651 -0.008 -0.003 0.000
C -1.09374 3.53832 -3.70623 -0.001 0.001 0.002
C -0.64470 4.19751 -2.57099 0.000 -0.004 -0.006
C -0.45945 3.48505 -1.38875 0.019 0.003 0.001
C -0.69925 2.10485 -1.24816 -0.019 0.043 -0.016
H 1.14297 -1.37511 -4.16922 -0.003 0.001 0.000
H 0.86366 0.37405 -4.01972 -0.002 0.003 0.000
H -0.36049 -0.66143 -4.77574 -0.001 0.000 -0.002
H -1.75052 -1.91766 2.19456 0.001 0.018 -0.005
H 1.22570 0.08871 -1.50441 0.007 -0.003 -0.013
H 1.47664 -1.64388 -1.82034 0.004 0.003 -0.003
H 0.22316 -1.12821 -0.68507 0.001 -0.009 0.001
H -1.81571 -0.31990 -1.47432 -0.012 0.001 0.003
H -2.15917 -0.25955 -3.20744 0.005 0.000 -0.001
H -1.70149 1.64665 -4.50689 0.004 -0.002 -0.002
H -1.25403 4.07521 -4.63496 0.001 0.000 -0.001
H -0.44547 5.26488 -2.60601 -0.002 0.000 0.001
H -0.10878 4.05304 -0.52691 -0.004 -0.003 0.001
```
Forces are in eV/Å.



# 2
Computed, not measured: 2 unconnected molecules or ions with the total composition C16H17N, with the ωB97M-V functional and the def2-TZVPD basis.

For the HOMO energy, the calculation gives -0.295 Eh. The value obtained for the orbital gap is 8.95 eV. Its SMILES is Cc1c[nH]c2ccccc12.Cc1ccccc1. The energy above the lowest of the compared OMol25 structures with the same formula, charge and spin comes out at 2.6587 eV. As for the LUMO energy: 0.92 eV.

XYZ file:
```
34
Properties=species:S:1:pos:R:3:forces:R:3
C 2.21388 4.44924 -0.85875 -0.831 1.393 2.111
C -0.29912 2.20548 -2.39434 1.766 -1.118 1.037
C 0.79312 2.35614 -1.49386 -0.432 2.081 -0.807
C 1.21908 3.76845 -1.61558 -1.529 -1.219 -2.714
C 0.56957 4.28721 -2.69683 -2.026 -1.917 -0.523
C -0.51206 -0.11051 -1.66199 2.711 1.731 2.091
C -0.93631 0.96913 -2.41353 -0.397 -1.631 -1.583
C 0.64208 0.11012 -0.77621 -2.377 -1.982 -0.507
C 1.31826 1.29260 -0.77253 -0.016 0.581 0.867
N -0.34995 3.28877 -3.21416 1.307 0.808 1.606
H -0.85457 -1.13677 -1.63724 -0.647 0.309 -0.498
H -1.56506 0.69402 -3.24482 -0.744 0.404 -0.101
H 0.75782 -0.74314 -0.07776 0.904 0.838 -0.582
H 2.20486 1.48898 -0.17317 -0.174 -0.289 0.115
H -1.09386 3.41667 -3.84357 -0.683 0.551 -0.713
H 0.52003 5.23002 -3.21392 0.428 0.238 0.343
H 3.12933 4.01722 -0.97465 2.835 -1.092 -0.444
H 1.97033 4.29641 0.18658 0.057 0.220 0.525
H 2.29374 5.51749 -1.01738 -0.122 0.139 -0.268
C -2.50625 -1.90570 3.21552 -2.011 0.614 1.951
C 0.72723 -2.91949 1.60405 -1.772 0.645 -0.490
C 0.96307 -4.15932 2.18461 -2.193 0.129 0.209
C -0.54147 -2.27365 1.74099 1.206 -1.757 1.984
C -1.44873 -2.80700 2.71128 -0.672 2.327 -1.454
C -0.20871 -4.78914 2.69891 0.446 0.343 0.852
C -1.40126 -4.09001 3.12064 1.621 -4.408 -0.715
H 1.47700 -2.61378 0.89931 0.253 0.798 -0.015
H 1.98575 -4.53350 2.12890 -0.637 -0.637 -0.072
H -0.85008 -1.33173 1.33136 0.465 0.359 -0.330
H -0.20176 -5.85566 2.80269 0.218 -0.452 0.536
H -3.48797 -1.87586 2.76680 -0.248 -0.616 -1.247
H -2.27390 -0.82585 3.17963 0.431 -0.584 0.594
H -2.22449 -4.79812 3.59517 1.649 2.255 -0.797
H -2.89184 -2.26913 4.23691 1.213 0.937 -0.957
```
Forces are in eV/Å.



# 3
Computed, not measured: 2 unconnected molecules or ions with the total composition C16H17N, with the ωB97M-V functional and the def2-TZVPD basis.

For the HOMO energy, the calculation gives -0.291 Eh. The value obtained for the orbital gap is 8.78 eV. Its SMILES is Cc1c[nH]c2ccccc12.Cc1ccccc1. The energy above the lowest of the compared OMol25 structures with the same formula, charge and spin comes out at 2.2431 eV. As for the LUMO energy: 0.86 eV.

XYZ file:
```
34
Properties=species:S:1:pos:R:3:forces:R:3
C 0.81074 -2.30607 -0.72994 -0.349 -3.050 -1.960
C -2.55300 -0.74693 -1.56881 2.189 0.136 -0.232
C -2.12311 0.22409 -2.49008 -1.654 -1.178 0.586
C -1.60897 -1.64985 -1.09209 -0.352 -0.050 -0.071
C -0.25674 -1.56909 -1.39413 -0.308 1.666 -1.302
C -0.82121 0.26584 -2.84469 2.995 0.412 -2.095
C 0.16326 -0.56049 -2.28525 -1.232 -0.348 1.198
H -3.51812 -0.80396 -1.15785 -1.319 -0.006 -0.033
H -2.86814 0.76160 -3.03285 -0.266 0.696 -0.123
H -1.94978 -2.47494 -0.49955 -0.112 -0.238 0.574
H -0.45063 0.84523 -3.73573 -0.735 -0.025 1.183
H 0.57355 -3.30930 -0.33689 -0.097 0.270 -0.444
H 1.06815 -1.74199 0.05540 1.231 1.856 3.044
H 1.23750 -0.39099 -2.37506 -0.411 -0.070 -0.592
H 1.65674 -2.34059 -1.41257 0.220 -0.362 0.171
C -0.34600 -0.68068 3.29975 -0.375 -2.106 2.205
C -1.40863 1.45029 2.13633 2.344 0.308 -0.547
C -0.41072 0.54228 2.47766 -0.164 1.396 -1.839
C 0.34043 1.95118 0.73131 0.134 -0.250 -0.090
C 0.66587 0.85234 1.57117 -0.016 0.606 -1.456
C 1.29040 2.33255 -0.25976 -0.237 0.790 -1.908
C 1.79192 0.13424 1.23863 1.050 -0.942 0.523
C 2.35261 1.45179 -0.65417 -1.600 1.102 0.881
C 2.58379 0.33372 0.11653 0.475 -0.876 0.823
N -0.96844 2.37451 1.10304 1.555 -1.513 1.138
H -2.27167 1.78169 2.64376 -1.125 -0.392 0.382
H -1.63479 2.63834 0.40148 -0.065 0.296 -0.127
H -0.84714 -1.61968 2.76809 0.572 2.102 1.410
H -0.72116 -0.40622 4.33998 -0.509 -0.928 -1.309
H 1.20189 3.27927 -0.91900 -0.326 -1.670 1.298
H 2.10239 -0.68683 1.86323 -0.215 -0.335 0.251
H 2.89711 1.63750 -1.56323 0.234 0.330 -0.022
H 3.36035 -0.46082 -0.04514 -0.656 1.217 -0.233
H 0.66156 -1.10804 3.65044 -0.875 1.157 -1.285
```
Forces are in eV/Å.



# 4
Computed, not measured: 2 unconnected molecules or ions with the total composition C16H17N, with the ωB97M-V functional and the def2-TZVPD basis.

For the HOMO energy, the calculation gives -0.287 Eh. The value obtained for the orbital gap is 8.64 eV. Its SMILES is Cc1c[nH]c2ccccc12.Cc1ccccc1. The energy above the lowest of the compared OMol25 structures with the same formula, charge and spin comes out at 1.3755 eV. As for the LUMO energy: 0.84 eV.

XYZ file:
```
34
Properties=species:S:1:pos:R:3:forces:R:3
C 3.35186 -3.14370 1.00542 1.113 1.853 1.182
C 3.10826 -1.41858 -2.88667 1.389 1.554 -0.076
C 4.24649 -1.11463 -2.11283 -0.361 -0.250 -0.184
C 2.13683 -2.23341 -2.40436 -0.191 -1.610 0.144
C 4.39449 -1.67021 -0.85732 -0.476 -0.947 0.585
C 2.36333 -2.90788 -1.19971 -0.159 -0.058 -0.710
C 3.45792 -2.62016 -0.40561 -0.807 0.079 0.019
H 3.02238 -0.93546 -3.85370 -0.126 -0.106 0.013
H 5.00754 -0.45805 -2.50905 -0.011 0.107 -0.007
H 1.29931 -2.49436 -3.04164 -0.116 0.073 0.201
H 5.21025 -1.45535 -0.18081 0.239 0.272 -0.227
H 1.72103 -3.72266 -0.88550 -0.333 0.276 0.045
H 4.21911 -2.81018 1.59016 0.369 -0.548 -0.224
H 3.15911 -4.18485 1.23571 -0.104 -0.141 -0.533
H 2.61802 -2.50034 1.51293 -0.443 -0.543 -0.219
C -3.28558 1.03968 -1.76016 0.100 1.478 0.149
C -3.01553 2.42657 1.73715 1.450 0.836 -2.025
C -2.48962 1.66592 0.64923 -0.674 -0.722 0.086
C -3.41115 1.77408 -0.43909 -0.080 0.698 -0.914
C -4.32026 2.72588 -0.07648 -0.860 -0.494 0.451
C -1.11169 1.73048 3.03132 -0.944 -0.681 -0.039
C -2.24042 2.51575 2.88374 -0.133 -0.283 1.681
C -0.71486 0.85813 2.01505 1.254 1.180 -0.732
C -1.32788 0.90123 0.77301 0.317 -0.077 1.285
N -4.04358 3.21306 1.18207 0.956 -1.178 2.129
H -0.68346 1.71740 4.02352 0.453 -0.001 -0.148
H -2.49041 2.97787 3.83786 -0.546 0.645 -0.592
H 0.28758 0.43768 2.03358 -0.288 -0.481 0.390
H -0.78654 0.35963 0.01439 -0.588 -0.032 -0.612
H -4.67268 3.60796 1.86217 -0.494 0.223 -0.640
H -5.31389 2.95709 -0.43022 0.275 0.174 -0.709
H -3.48014 1.71807 -2.59856 -0.423 -0.023 0.176
H -3.98648 0.21434 -1.81984 0.384 -0.429 -0.107
H -2.22935 0.82900 -1.92574 -0.145 -0.846 0.164
```
Forces are in eV/Å.



# 5
Computed, not measured: a gas-phase ion, C16H17N2O5S (charge -1), with the ωB97M-V functional and the def2-TZVPD basis.

For the HOMO energy, the calculation gives -0.174 Eh. The value obtained for the orbital gap is 7.42 eV. Its SMILES is CC1(C)S[C@@H]2[C@H](NC(=O)COc3ccccc3)C(=O)N2[C@H]1C(=O)[O-]. The energy above the lowest of the compared OMol25 structures with the same formula, charge and spin comes out at 0.0000 eV. As for the LUMO energy: 2.70 eV. The net charge is -1.

XYZ file:
```
41
Properties=species:S:1:pos:R:3:forces:R:3
C -1.18310 -1.17753 1.55903 -0.098 0.009 -0.105
H -0.77597 -0.25310 1.96877 0.051 0.055 0.061
C -1.96918 -0.89768 0.27948 0.336 -0.041 -0.153
C -2.64265 -2.15617 -0.23860 -0.061 0.042 -0.001
H -3.06875 -1.97188 -1.22168 -0.054 -0.030 -0.035
H -3.45442 -2.43526 0.43031 -0.058 -0.082 0.068
H -1.92370 -2.97193 -0.30788 0.064 -0.094 0.000
C -2.96192 0.27208 0.48768 -1.264 -0.267 -0.303
N -2.21758 1.45040 0.18671 -0.236 0.107 -0.247
C -1.48311 2.37576 0.83584 0.252 0.638 0.253
O -1.55210 2.89928 1.92119 0.039 -0.166 0.152
C -0.50728 2.50918 -0.36444 0.123 0.120 -0.190
N 0.83731 2.14514 -0.03313 -0.156 -0.087 0.389
C 1.93013 2.67817 -0.59491 0.167 -0.294 0.401
O 1.93072 3.55396 -1.43640 0.156 0.226 -0.278
C 3.25394 2.13049 -0.03554 0.119 0.334 -0.278
O 3.14440 1.00787 0.80309 -0.147 -0.232 0.128
C 2.85814 -0.21534 0.25129 0.134 -0.265 0.015
C 2.78485 -1.27259 1.15701 0.021 0.242 -0.002
C 2.49984 -2.54727 0.71369 -0.001 0.029 0.044
C 2.29095 -2.78586 -0.63522 -0.044 -0.125 -0.141
C 2.36212 -1.73666 -1.53153 0.082 -0.105 0.039
C 2.64183 -0.45134 -1.09945 0.189 0.276 0.096
H 2.65713 0.35459 -1.81564 0.002 0.110 -0.072
H 2.18114 -1.90868 -2.58116 -0.044 -0.008 -0.109
H 2.06073 -3.78224 -0.98122 -0.027 -0.079 -0.039
H 2.43568 -3.35743 1.42614 -0.004 -0.050 0.051
H 2.94462 -1.06463 2.20403 0.017 0.027 0.109
H 3.94047 1.95170 -0.87252 -0.137 0.020 0.073
H 3.68586 2.91661 0.59301 -0.083 -0.086 -0.164
H 0.94764 1.38113 0.61905 0.105 0.105 -0.108
H -0.49019 3.45502 -0.90814 -0.096 -0.098 0.117
C -1.38789 1.39416 -0.98200 0.249 -0.302 -0.756
H -1.90216 1.59632 -1.92119 0.031 0.078 0.179
S -0.74268 -0.31508 -1.00188 -0.277 0.110 0.108
H -3.31024 0.29503 1.52332 0.039 -0.002 -0.109
C -4.27416 0.16380 -0.49154 1.317 0.192 1.272
O -5.21591 -0.42311 0.02875 -0.823 -0.611 0.401
O -4.12863 0.67767 -1.59590 0.151 0.399 -1.034
H -1.83884 -1.62566 2.30424 -0.092 -0.058 0.128
H -0.35705 -1.85898 1.35735 0.058 -0.038 0.040
```
Forces are in eV/Å.



# 6
Computed, not measured: C16H17N3O3S in the gas phase, with the ωB97M-V functional and the def2-TZVPD basis.

For the HOMO energy, the calculation gives -0.311 Eh. The value obtained for the orbital gap is 8.86 eV. Its SMILES is CC(=O)CNc1ccc(S(=O)(=O)N/N=C/c2ccccc2)cc1. The energy above the lowest of the compared OMol25 structures with the same formula, charge and spin comes out at 3.0445 eV. As for the LUMO energy: 0.41 eV.

XYZ file:
```
40
Properties=species:S:1:pos:R:3:forces:R:3
C 6.00707 -0.15111 0.58133 0.269 0.139 0.158
C 5.34727 0.87947 -0.28940 -0.266 -0.337 0.069
O 5.86960 1.90932 -0.62232 0.032 0.144 -0.070
C 3.94782 0.49967 -0.77315 -0.201 0.302 -0.272
N 3.11534 0.10282 0.33604 0.254 0.297 0.199
C 1.96764 -0.63666 0.22812 -0.257 -0.271 0.104
C 1.61559 -1.33464 -0.93422 0.045 0.067 -0.050
C 0.47792 -2.11553 -0.96047 0.056 0.006 0.004
C -0.32177 -2.20927 0.16162 -0.721 -0.423 0.058
C 0.00527 -1.53073 1.32154 0.028 0.067 0.075
C 1.13892 -0.75052 1.35565 -0.010 0.000 -0.083
H 1.40235 -0.21778 2.25779 0.027 0.036 0.114
H -0.63390 -1.63380 2.18421 -0.037 0.049 0.142
S -1.81227 -3.18009 0.07604 0.001 0.140 -0.574
O -2.46766 -3.16307 1.34887 0.119 0.406 -0.061
O -1.55166 -4.43573 -0.56249 0.084 0.147 -0.200
N -2.74641 -2.34434 -1.07214 0.478 -1.261 0.624
N -3.08223 -1.05168 -1.05976 -0.234 0.926 0.084
C -2.99685 -0.35971 0.00725 0.224 -0.610 0.026
C -3.36992 1.04108 0.01021 -0.183 0.759 -0.034
C -3.24574 1.78382 1.18495 0.004 -0.262 -0.209
C -3.59448 3.12085 1.20976 -0.037 0.177 0.023
C -4.07119 3.73654 0.06394 0.015 0.040 0.083
C -4.19762 3.00753 -1.10936 -0.020 0.015 -0.050
C -3.85020 1.67210 -1.13952 0.052 -0.103 0.132
H -3.94528 1.09059 -2.04255 -0.021 -0.023 -0.123
H -4.57081 3.48752 -2.00234 -0.026 0.022 -0.071
H -4.34474 4.78114 0.08504 -0.019 0.078 0.003
H -3.49669 3.68607 2.12527 0.007 0.034 0.064
H -2.87714 1.30266 2.07975 0.041 -0.059 0.100
H -2.65302 -0.77945 0.95105 -0.073 -0.015 0.000
H -2.75619 -2.76388 -1.98887 0.113 -0.106 0.085
H 0.20421 -2.66436 -1.84751 0.039 -0.027 -0.179
H 2.22323 -1.26400 -1.82153 0.052 0.004 -0.085
H 3.13783 0.73645 1.12211 -0.072 -0.076 -0.065
H 3.52610 1.34444 -1.33661 0.136 -0.150 0.013
H 4.06672 -0.34827 -1.45351 0.026 0.035 0.007
H 5.28628 -0.62955 1.23776 0.018 -0.077 0.026
H 6.81344 0.29856 1.15395 0.036 0.023 -0.002
H 6.43315 -0.91646 -0.06653 0.018 -0.114 -0.065
```
Forces are in eV/Å.



Among the records above, which one has the highest HOMO? C16H17LiNO2S



The lowest HOMO belongs to which entry? C16H17N3O3S



Look up the LUMO energy of the third one. 0.86 eV



The lowest LUMO energy belongs to which entry? C16H17N3O3S